The following is a quantum chemistry calculation of a molecular structure, C32H24N5O4PRuS4, from the Open Molecules 2025 dataset.

```
71
Properties=species:S:1:pos:R:3:forces:R:3:lowdin_charge:R:1
Ru -1.92976 1.26350 0.93819 0.36 -0.23 -0.10 1.046
S -0.12270 1.81927 2.87245 0.16 -0.04 -0.07 0.687
C -1.10447 2.48360 4.05310 -0.01 0.08 0.18 -0.784
C -0.47315 2.92741 5.27209 -0.02 -0.04 -0.16 -0.300
N 0.06479 3.28557 6.22429 0.04 0.02 0.08 0.135
C -2.48715 2.63967 3.94084 -0.10 0.09 0.12 -0.753
S -3.43258 2.19005 2.62734 -0.10 0.02 -0.07 0.750
C -3.19803 3.23454 5.04402 0.09 -0.04 -0.10 -0.299
N -3.76861 3.72283 5.91564 -0.06 0.02 0.05 0.141
C 2.32452 -5.04587 2.96142 0.03 -0.04 -0.02 -0.065
C 1.11112 -4.16178 2.89153 0.01 0.02 0.01 -0.290
C -0.12766 -4.60888 3.32735 -0.02 -0.01 0.03 -0.056
C -1.24007 -3.78049 3.28081 -0.02 0.00 -0.01 -0.056
C -1.11854 -2.49338 2.78811 -0.02 0.10 -0.01 -0.255
C 0.10794 -2.03514 2.32583 -0.02 -0.04 -0.02 -0.048
C 1.21123 -2.86778 2.38798 -0.02 0.02 -0.06 -0.039
S -2.52798 -1.39247 2.80499 -0.21 0.30 0.06 0.538
O -3.67536 -2.26644 2.91465 0.04 -0.10 -0.02 -0.325
O -2.29889 -0.45208 3.87195 0.14 -0.17 0.04 -0.348
N -2.50327 -0.61434 1.42027 -0.04 -0.22 0.04 -0.391
C -2.93963 -1.34650 0.23697 0.02 -0.08 -0.03 -0.200
C -3.77042 -0.43564 -0.69230 0.09 -0.13 0.28 -0.698
O -4.47530 -0.96733 -1.54058 -0.21 -0.36 -0.44 -0.015
O -3.63059 0.81674 -0.51288 -0.01 0.38 0.16 -0.167
H 2.04767 -6.08267 3.15192 -0.01 -0.03 0.00 0.066
H 2.99828 -4.72957 3.75906 0.03 0.03 0.05 0.076
H 2.88654 -5.00754 2.02865 0.05 -0.01 -0.06 0.070
H -0.22661 -5.61880 3.70781 -0.01 -0.05 0.02 0.101
H -2.20801 -4.12376 3.61355 -0.08 -0.01 0.02 0.105
H 0.18451 -1.04557 1.89774 -0.01 0.13 -0.04 0.069
H 2.16550 -2.50991 2.02434 0.10 0.04 -0.06 0.110
H -3.53073 -2.22655 0.49857 0.03 0.11 -0.05 0.106
H -2.05286 -1.66124 -0.33237 -0.10 -0.03 -0.06 0.095
S -2.16907 5.43236 -1.42219 0.05 -0.13 0.08 0.412
C -1.96346 4.08886 -0.51431 0.06 0.20 -0.02 -0.954
N -1.77530 3.14694 0.14867 -0.26 0.19 -0.28 -0.120
N -0.53257 0.57271 -0.23495 0.09 0.00 0.50 -0.351
P 0.48178 0.73822 -1.37029 -0.08 0.03 -0.27 0.755
C -0.28717 0.68141 -3.02325 -0.05 0.01 0.04 -0.265
C 0.36152 0.24505 -4.17491 0.05 0.04 -0.03 -0.105
C -0.28997 0.27802 -5.39795 0.03 -0.04 -0.01 -0.104
C -1.59630 0.74070 -5.47258 -0.06 0.03 -0.03 -0.100
C -2.25347 1.15883 -4.32562 -0.01 0.00 -0.04 -0.058
C -1.60472 1.12570 -3.10131 0.07 -0.08 0.01 -0.050
C 1.48845 2.25958 -1.44452 -0.01 -0.05 0.02 -0.272
C 1.28378 3.23607 -0.48144 0.00 -0.05 0.16 -0.084
C 1.99162 4.42947 -0.53532 0.03 0.04 0.02 -0.069
C 2.90891 4.64810 -1.54813 0.02 0.00 -0.01 -0.097
C 3.11871 3.67384 -2.51813 0.02 0.05 0.01 -0.098
C 2.40744 2.48902 -2.46766 -0.04 0.00 -0.04 -0.102
C 1.71150 -0.61450 -1.45941 -0.06 0.01 0.04 -0.276
C 1.22606 -1.88812 -1.75653 0.00 0.02 0.03 -0.085
C 2.08583 -2.96946 -1.82953 0.02 -0.02 0.04 -0.088
C 3.44444 -2.79190 -1.59743 0.04 -0.05 0.05 -0.107
C 3.93261 -1.53599 -1.27291 -0.01 -0.02 0.01 -0.096
C 3.06728 -0.45111 -1.20207 -0.01 0.03 -0.02 -0.080
H 1.37421 -0.13528 -4.11912 0.04 -0.02 0.00 0.096
H 0.21699 -0.06965 -6.29007 0.01 0.00 -0.01 0.091
H -2.10847 0.75964 -6.42692 -0.01 0.00 -0.02 0.092
H -3.27830 1.50013 -4.36946 -0.04 -0.02 0.00 0.110
H -2.13217 1.40115 -2.19907 -0.09 0.09 0.11 0.077
H 0.55252 3.06889 0.29937 0.08 -0.01 -0.02 0.038
H 1.81120 5.18820 0.21377 -0.01 0.03 0.02 0.107
H 3.45685 5.58092 -1.59207 0.01 0.03 0.00 0.093
H 3.82824 3.84504 -3.31794 0.02 0.01 -0.02 0.093
H 2.55892 1.74280 -3.23659 0.02 -0.04 -0.04 0.096
H 0.16567 -2.02707 -1.92765 -0.05 0.02 -0.01 0.111
H 1.69441 -3.95274 -2.05537 0.00 -0.03 -0.02 0.099
H 4.11959 -3.63732 -1.65519 0.00 -0.01 0.00 0.092
H 4.98747 -1.39582 -1.07204 0.02 -0.01 0.00 0.095
H 3.45529 0.52787 -0.95323 -0.01 0.03 0.02 0.101
```
Positions in Å, forces in eV/Å.

Its orbital gap (spin up / spin down) is 5.7 / 5.9 eV. The value obtained for the lowest unoccupied orbital energy (spin up / spin down) is 3.82 / 3.10 eV. As for the total energy: -3837.665506 Ha. The HOMO energy (spin up / spin down) comes out at -1.83 / -2.76 eV. As for the net charge: -2. As for the multiplicity: 5. Its strongest force on any atom is 0.60 eV/Å.